# 1
This record from the OMol25 dataset describes a single C5H7NS molecule. The level of theory is ωB97M-V/def2-TZVPD.

Geometry as XYZ:
```
14
Properties=species:S:1:pos:R:3
C -0.59 -1.55 -0.13
C -1.93 -1.68 -0.11
C -1.61 0.85 0.02
C -1.35 2.12 -0.21
C 1.41 -0.03 0.22
N 0.11 -0.41 -0.16
S -2.83 -0.24 0.09
H -0.07 -2.53 -0.08
H -2.60 -2.53 -0.17
H -2.13 2.90 -0.28
H -0.38 2.38 -0.24
H 2.11 -0.38 -0.57
H 1.42 1.08 0.06
H 1.58 -0.08 1.22
```

Results
Energy above the lowest of the compared OMol25 structures with the same formula, charge and spin ... 106.3 kcal per mole
Orbital gap (spin up / spin down) ... 7.3 / 7.3 eV
Multiplicity ... 1
LUMO energy (spin up / spin down) ... 0.2 / 0.2 eV

# 2
This record from the OMol25 dataset describes 2 unconnected molecules or ions with the total composition C4H10N. The level of theory is ωB97M-V/def2-TZVPD.

Geometry as XYZ:
```
15
Properties=species:S:1:pos:R:3
C -0.84 1.16 -0.89
C -0.93 -0.73 1.75
C 1.39 0.37 -1.57
C 0.18 -1.00 0.95
N 0.22 0.54 -0.67
H -1.61 1.28 -0.02
H -1.20 1.71 -1.86
H -0.68 0.18 2.48
H -1.70 -0.41 1.20
H -1.01 -1.61 2.34
H 1.28 1.20 -2.19
H 1.40 -0.67 -1.91
H 2.44 0.42 -1.11
H -0.11 -1.66 0.11
H 1.16 -0.79 1.37
```

Results
Total charge ... +1
Energy above the lowest of the compared OMol25 structures with the same formula, charge and spin ... 96.6 kcal per mole
Orbital gap ... 9.9 eV
Multiplicity ... 1
LUMO energy ... -5.2 eV

# 3
This record from the OMol25 dataset describes 2 unconnected molecules or ions with the total composition C8H16N2Si. The level of theory is ωB97M-V/def2-TZVPD.

Geometry as XYZ:
```
27
Properties=species:S:1:pos:R:3
C 2.41 2.89 1.67
C 2.10 3.18 0.33
C 1.21 1.28 0.93
C -0.44 -1.61 -2.15
C -1.71 0.47 -1.93
C -1.08 -0.10 2.35
C 1.67 -1.60 1.33
C -1.26 -0.68 -1.21
N 1.92 1.67 1.99
N 1.34 2.14 -0.13
Si 0.27 -0.35 1.05
H 3.27 3.23 2.26
H 2.57 4.00 -0.27
H 0.54 -0.97 -2.33
H -0.36 -2.63 -1.66
H -1.14 -1.80 -2.98
H -1.11 1.09 -2.63
H -2.20 1.11 -1.03
H -2.65 0.34 -2.53
H -0.73 0.41 3.32
H -1.82 0.58 1.90
H -1.61 -0.98 2.89
H 1.62 -2.62 0.90
H 2.33 -1.06 0.70
H 2.14 -1.75 2.28
H -2.00 -1.22 -0.55
H 0.72 2.11 -0.95
```

Results
Energy above the lowest of the compared OMol25 structures with the same formula, charge and spin ... 106.6 kcal per mole
Orbital gap ... 8.4 eV
Multiplicity ... 1
LUMO energy ... 0.7 eV

# 4
This record from the OMol25 dataset describes a single C2H4ClN molecule. The level of theory is ωB97M-V/def2-TZVPD.

Geometry as XYZ:
```
8
Properties=species:S:1:pos:R:3
Cl 2.30 -0.31 -0.16
N 0.70 0.53 -0.44
C -0.49 -0.33 -0.57
C -0.20 0.42 0.66
H -0.24 -1.35 -0.57
H -1.32 -0.02 -1.38
H -0.80 1.36 1.02
H 0.05 -0.29 1.45
```

Results
Energy above the lowest of the compared OMol25 structures with the same formula, charge and spin ... 56.5 kcal per mole
Orbital gap ... 10.3 eV
SMILES string ... ClN1CC1
Multiplicity ... 1
LUMO energy ... 0.4 eV

# 5
This record from the OMol25 dataset describes a molecular structure, C45H36Br3Ge2IKN4O5S3. The level of theory is ωB97M-V/def2-TZVPD.

Geometry as XYZ:
```
100
Properties=species:S:1:pos:R:3
K -0.16 1.60 -0.79
O -1.48 -3.94 -0.84
C -1.04 -2.78 -0.31
O -1.82 -2.00 0.25
C 0.35 -2.55 -0.42
C 1.17 -3.31 -1.27
C 2.43 -2.89 -1.58
C 2.87 -1.62 -1.09
C 2.09 -0.92 -0.24
N 0.88 -1.43 0.22
C 2.41 0.51 0.19
O 3.51 0.97 -0.08
O 1.42 1.08 0.76
H -2.45 -3.87 -0.84
H 0.75 -4.19 -1.73
H 3.05 -3.46 -2.26
H 3.79 -1.16 -1.42
Br -1.66 5.78 -3.68
C -0.98 5.84 -1.91
C -0.67 7.09 -1.36
C -0.19 7.19 -0.09
Br 0.22 8.92 0.60
C -0.01 6.03 0.71
C 0.51 6.04 2.03
C 0.69 4.86 2.69
C 0.33 3.66 2.06
N -0.19 3.62 0.86
C -0.34 4.77 0.16
C -0.84 4.62 -1.22
O -1.10 3.48 -1.70
H -0.81 7.98 -1.95
H 0.77 6.98 2.48
H 1.12 4.84 3.69
H 0.50 2.71 2.55
C -2.20 1.77 3.07
Ge -1.79 -0.13 3.06
C -3.46 -1.07 2.67
C -1.50 -0.62 4.95
Ge 0.27 -0.95 2.00
C 0.19 -2.87 2.61
C -0.99 -3.53 2.95
C -1.01 -4.88 3.29
C 0.16 -5.62 3.28
C 1.35 -4.99 2.94
C 1.36 -3.64 2.60
C 1.79 -0.33 3.08
C 3.11 -0.76 2.87
C 4.15 -0.34 3.68
C 3.91 0.54 4.73
C 2.62 1.00 4.94
C 1.58 0.58 4.12
H -3.18 1.86 3.53
H -2.23 2.19 2.06
H -1.48 2.34 3.65
H -4.25 -0.33 2.54
H -3.69 -1.70 3.53
H -3.40 -1.68 1.77
H -2.46 -0.50 5.45
H -0.76 0.00 5.46
H -1.18 -1.66 5.03
H -1.93 -3.00 2.93
H -1.95 -5.37 3.53
H 0.15 -6.67 3.53
H 2.28 -5.55 2.91
H 2.30 -3.19 2.32
H 3.34 -1.41 2.03
H 5.16 -0.68 3.48
H 4.72 0.87 5.36
H 2.42 1.71 5.74
H 0.59 0.98 4.29
Br -6.80 0.76 0.53
C -5.99 2.23 -0.36
C -6.76 3.38 -0.51
C -6.22 4.49 -1.14
C -4.93 4.45 -1.64
C -4.16 3.30 -1.49
C -4.69 2.18 -0.85
I -3.45 0.51 -0.63
H -7.77 3.39 -0.12
H -6.82 5.38 -1.25
H -4.49 5.30 -2.14
H -3.15 3.26 -1.89
S 0.13 -3.66 -8.35
C 0.20 -3.01 -6.79
S -1.19 -2.36 -6.02
C -0.27 -1.89 -4.59
N 0.98 -2.22 -4.71
N 1.23 -2.85 -5.93
C 2.61 -3.16 -6.13
C 3.03 -4.16 -7.01
C 4.39 -4.42 -7.16
C 5.33 -3.71 -6.43
C 4.91 -2.73 -5.54
C 3.56 -2.46 -5.39
S -1.04 -1.13 -3.28
H 2.30 -4.72 -7.57
H 4.70 -5.19 -7.85
H 6.39 -3.92 -6.56
H 5.62 -2.17 -4.96
H 3.22 -1.71 -4.69
```

Results
Total charge ... -2
Energy above the lowest of the compared OMol25 structures with the same formula, charge and spin ... 23.6 kcal per mole
Orbital gap (spin up / spin down) ... 5.2 / 6.3 eV
Multiplicity ... 2
LUMO energy (spin up / spin down) ... 3.5 / 3.5 eV

# 6
This record from the OMol25 dataset describes 2 unconnected molecules or ions with the total composition C49H40F6N2OP. The level of theory is ωB97M-V/def2-TZVPD.

Geometry as XYZ:
```
99
Properties=species:S:1:pos:R:3
F -1.69 -9.17 -1.25
C -0.72 -8.24 -1.45
F -0.16 -7.95 -0.22
F 0.28 -8.83 -2.18
C -1.19 -6.99 -2.13
N -0.05 -6.07 -2.31
C 0.54 -6.11 -3.60
C -0.21 -5.73 -4.73
C 0.42 -5.68 -5.97
C 1.74 -6.11 -6.10
C 2.47 -6.52 -4.98
C 1.87 -6.53 -3.73
C 0.18 -5.02 -1.45
C 1.35 -4.23 -1.59
C 1.47 -3.01 -0.96
C 0.41 -2.48 -0.15
C 0.33 -1.14 0.32
C -0.81 -0.73 1.10
C -0.74 -0.34 2.47
C -1.89 -0.06 3.18
C -3.15 0.03 2.53
N -4.25 0.62 3.11
C -4.35 0.83 4.57
C -5.12 -0.31 5.16
F -5.24 -0.26 6.52
F -6.39 -0.36 4.63
F -4.52 -1.51 4.83
C -5.22 1.32 2.34
C -6.23 0.62 1.66
C -7.15 1.33 0.88
C -7.08 2.72 0.80
C -6.10 3.42 1.51
C -5.21 2.73 2.33
C -3.24 -0.44 1.21
C -2.10 -0.78 0.51
C -0.63 -3.41 0.16
C -0.74 -4.64 -0.45
H -1.54 -7.29 -3.13
H -2.00 -6.55 -1.55
H -1.26 -5.45 -4.60
H -0.14 -5.32 -6.83
H 2.21 -6.13 -7.08
H 3.51 -6.82 -5.07
H 2.41 -6.86 -2.83
H 2.13 -4.60 -2.24
H 2.35 -2.40 -1.14
H 1.18 -0.48 0.24
H 0.25 -0.34 2.96
H -1.82 0.16 4.24
H -3.37 0.89 5.04
H -4.94 1.74 4.74
H -6.29 -0.46 1.74
H -7.92 0.78 0.34
H -7.80 3.26 0.19
H -6.03 4.50 1.44
H -4.47 3.26 2.95
H -4.21 -0.50 0.73
H -2.20 -1.13 -0.51
H -1.41 -3.14 0.87
H -1.57 -5.29 -0.21
C 3.15 2.50 4.19
C 4.16 3.15 3.49
C 4.05 3.37 2.11
C 2.91 2.92 1.44
P 2.67 3.03 -0.36
C 1.44 4.31 -0.66
C 0.99 4.50 -1.98
C 0.14 5.56 -2.28
C -0.26 6.45 -1.28
C 0.20 6.28 0.03
C 1.05 5.22 0.35
C 4.21 3.82 -0.97
C 5.30 3.09 -1.48
C 6.48 3.77 -1.82
C 6.59 5.15 -1.66
C 5.50 5.87 -1.17
C 4.32 5.22 -0.83
C 2.08 1.41 -0.74
C 3.11 0.41 -0.65
O 3.61 -0.35 -1.51
C 1.88 2.27 2.15
C 2.00 2.07 3.52
H 3.26 2.31 5.26
H 5.06 3.50 4.00
H 4.84 3.89 1.57
H 1.36 3.84 -2.76
H -0.22 5.69 -3.30
H -0.92 7.28 -1.51
H -0.10 6.97 0.82
H 1.46 5.12 1.36
H 5.22 2.01 -1.61
H 7.33 3.20 -2.21
H 7.51 5.67 -1.92
H 5.56 6.95 -1.05
H 3.47 5.79 -0.46
H 1.05 1.18 -1.03
H 3.41 0.30 0.42
H 1.01 1.90 1.61
H 1.19 1.58 4.06
```

Results
Total charge ... +1
Energy above the lowest of the compared OMol25 structures with the same formula, charge and spin ... 3.3 kcal per mole
Orbital gap ... 5.0 eV
Multiplicity ... 1
LUMO energy ... -4.5 eV

# 7
This record from the OMol25 dataset describes 2 unconnected molecules or ions with the total composition C16H33Br2N6O4. The level of theory is ωB97M-V/def2-TZVPD.

Geometry as XYZ:
```
61
Properties=species:S:1:pos:R:3
C -0.25 -3.06 -0.15
C -0.51 -2.89 -1.65
O 0.03 -1.68 -2.19
C -0.88 -0.60 -2.19
C -0.93 0.10 -0.87
C -1.96 0.22 0.00
C -3.34 -0.33 -0.24
Br -4.40 -0.70 1.34
C -4.11 0.52 -1.27
C -4.97 1.64 -0.71
Br -5.20 -0.69 -2.34
N -1.46 0.95 1.07
N -2.21 1.42 2.15
C -0.17 1.24 0.87
C 0.67 2.05 1.79
C 1.02 1.36 3.13
C 0.54 2.10 4.39
C 1.67 2.96 4.96
O 2.77 2.52 5.12
O 1.38 4.25 5.24
N 0.17 0.73 -0.31
C 1.45 0.86 -1.01
C 2.73 0.37 -0.24
N 3.43 1.53 0.26
N 3.60 -0.40 -1.15
N 2.36 -0.46 0.89
H 0.09 -4.07 0.08
H -1.14 -2.85 0.45
H 0.53 -2.36 0.15
H -1.57 -2.96 -1.88
H -0.01 -3.70 -2.19
H -1.88 -0.95 -2.47
H -0.54 0.10 -2.96
H -3.19 -1.33 -0.65
H -3.38 0.95 -1.95
H -5.91 1.26 -0.32
H -4.43 2.17 0.08
H -5.20 2.34 -1.50
H -1.62 2.03 2.70
H -2.52 0.63 2.71
H 1.58 2.32 1.25
H 0.15 2.99 1.98
H 2.11 1.31 3.21
H 0.67 0.33 3.12
H -0.36 2.70 4.23
H 0.31 1.36 5.16
H 0.43 4.40 5.29
H 1.57 1.91 -1.28
H 1.37 0.28 -1.92
H 3.55 2.22 -0.48
H 4.36 1.25 0.52
H 3.85 0.15 -1.96
H 3.11 -1.22 -1.50
H 2.95 -0.21 1.68
H 2.55 -1.43 0.69
C 2.17 -4.12 -4.92
O 0.82 -3.72 -5.12
H 2.42 -4.81 -5.72
H 2.85 -3.26 -4.98
H 2.31 -4.63 -3.97
H 0.58 -3.10 -4.42
```

Results
Total charge ... +1
Orbital gap ... 10.0 eV
Multiplicity ... 1
LUMO energy ... -2.4 eV

# 8
This record from the OMol25 dataset describes a molecular structure, C28H43F3INO5PbSSi. The level of theory is ωB97M-V/def2-TZVPD.

Geometry as XYZ:
```
84
Properties=species:S:1:pos:R:3
C 4.78 2.89 2.75
C 5.20 1.51 2.10
C 4.24 0.34 2.57
C 3.33 -0.22 1.38
C 2.30 0.91 0.98
C 0.83 0.49 0.69
C 0.35 -0.08 -0.70
C -1.06 -0.76 -0.38
F -1.94 -0.77 -1.47
F -1.78 0.11 0.51
C -1.08 -2.13 0.35
C -2.04 -3.20 -0.39
Si -3.86 -3.10 0.18
C -4.91 -2.90 -1.42
C -4.43 -4.75 0.96
C -4.26 -1.56 1.26
C -4.84 -0.30 0.78
C -5.06 0.82 1.71
C -4.70 0.74 3.14
C -4.13 -0.57 3.67
C -3.93 -1.66 2.71
C -0.11 1.19 -1.57
C 1.02 2.22 -1.90
N 0.33 3.35 -2.61
C -0.25 4.28 -1.68
C -0.79 5.63 -2.29
O -0.41 4.10 -0.49
C 1.36 4.05 -3.43
C 2.44 4.94 -2.72
O 1.33 3.94 -4.62
O 1.89 1.65 -2.89
S 2.58 0.23 -2.46
O 3.79 0.49 -1.70
O 3.00 -0.40 -3.71
C 1.35 -0.92 -1.59
I 0.39 -1.77 -3.41
C 2.07 -2.15 -0.90
F 3.46 -2.21 -1.07
C 1.59 -3.61 -1.29
C 2.24 -4.55 -0.15
H 5.68 3.56 2.84
H 4.33 2.76 3.77
H 3.99 3.34 2.10
H 6.23 1.25 2.44
H 5.16 1.54 0.99
H 3.55 0.76 3.37
H 4.78 -0.51 3.07
H 2.80 -1.11 1.83
H 4.05 -0.51 0.58
H 2.23 1.54 1.92
H 2.79 1.61 0.26
H 0.50 -0.22 1.50
H 0.23 1.43 0.88
H -0.12 -2.65 0.52
H -1.54 -2.02 1.37
H -1.66 -4.20 -0.02
H -1.90 -3.21 -1.49
H -5.10 -1.82 -1.67
H -4.40 -3.37 -2.29
H -5.92 -3.38 -1.31
H -5.14 -4.62 1.81
H -4.95 -5.33 0.15
H -3.51 -5.32 1.24
H -5.09 -0.19 -0.30
H -5.47 1.77 1.28
H -4.87 1.65 3.78
H -3.86 -0.63 4.75
H -3.48 -2.60 3.14
H -0.55 0.89 -2.56
H -0.92 1.76 -1.05
H 1.53 2.69 -1.02
H -1.46 5.32 -3.14
H -1.48 6.12 -1.55
H 0.02 6.31 -2.64
H 3.43 4.88 -3.23
H 2.57 4.52 -1.69
H 2.10 6.00 -2.60
H 1.90 -2.10 0.21
H 0.49 -3.78 -1.18
H 2.03 -4.00 -2.23
H 2.15 -4.08 0.87
H 3.33 -4.65 -0.35
H 1.77 -5.56 -0.15
Pb -6.52 -0.11 4.90
```

Results
Total charge ... +2
Orbital gap ... 2.1 eV
Multiplicity ... 1
LUMO energy ... -10.7 eV

E, respectively: -647.4877, -212.7664, -713.3059, -593.4511, -16299.9140, -3016.2261, -6406.7476, -3000.6494 a.u..